Record 1
{"formula": "C24H50N4O6P2PdS", "method": "wB97M-V/def2-TZVPD", "total_charge": 4, "s_squared": 6.03, "spin_multiplicity": 5, "de_lowest_kcal_mol": 22.08, "energy_ha": -2822.42026, "max_force_ha_per_bohr": 0.0114, "elements": ["Pd", "S", "P", "P", "O", "O", "O", "O", "O", "O", "N", "N", "N", "N", "C", "C", "C", "C", "C", "C", "C", "C", "C", "C", "C", "C", "C", "C", "C", "C", "C", "C", "C", "C", "C", "C", "C", "C", "H", "H", "H", "H", "H", "H", "H", "H", "H", "H", "H", "H", "H", "H", "H", "H", "H", "H", "H", "H", "H", "H", "H", "H", "H", "H", "H", "H", "H", "H", "H", "H", "H", "H", "H", "H", "H", "H", "H", "H", "H", "H", "H", "H", "H", "H", "H", "H", "H", "H"], "xyz": [[0.895, 0.316, -1.048], [3.095, -0.105, -1.852], [-1.149, -1.442, -2.421], [-1.465, 1.609, -2.234], [-2.665, -1.675, -2.305], [-0.716, 2.826, -2.852], [-0.396, -1.294, -1.085], [-2.966, 1.860, -2.291], [-0.421, -2.508, -3.251], [-0.987, 1.298, -0.816], [3.839, -1.227, 0.450], [-1.422, 0.201, 2.383], [5.575, -0.654, -0.895], [-0.356, 0.962, 2.195], [-0.470, -0.751, 4.447], [-4.831, 1.384, -3.760], [8.178, -0.031, -4.057], [-3.749, 2.395, -3.496], [-1.626, -4.593, -3.731], [8.627, 0.061, -2.717], [5.919, -0.531, -3.346], [-3.537, -2.172, -1.189], [6.819, -0.337, -4.349], [-4.728, -2.835, -1.830], [1.474, 3.077, -3.842], [4.211, -0.710, -0.701], [-1.053, 0.159, -3.274], [-1.714, -2.646, -5.365], [-4.230, 3.768, -3.121], [-0.908, -3.428, -4.358], [0.670, 3.216, -2.571], [0.649, 4.610, -1.994], [6.366, -0.426, -1.999], [7.742, -0.143, -1.707], [-1.749, -0.490, 3.664], [-2.454, -1.784, 3.276], [-3.904, -0.965, -0.359], [-2.690, 0.453, 4.428], [0.241, 5.306, -2.728], [-0.071, 0.288, -3.740], [-1.143, -1.816, -5.783], [-5.242, -2.139, -2.494], [-5.390, 1.690, -4.645], [-3.400, 4.437, -2.898], [4.495, -1.635, 1.107], [6.513, -0.440, -5.382], [1.515, 2.045, -4.195], [-4.473, -1.278, 0.516], [-3.353, -1.583, 2.690], [-4.782, 4.186, -3.964], [0.258, -1.317, 3.861], [-1.793, -2.448, 2.716], [1.663, 4.928, -1.751], [0.038, 4.657, -1.094], [-0.015, 0.161, 4.841], [6.117, -0.791, -0.047], [-2.091, 0.194, 1.618], [-2.608, -4.300, -3.361], [9.663, 0.291, -2.507], [-3.026, 2.438, -4.313], [-4.521, -0.279, -0.939], [-1.040, -5.032, -2.925], [8.878, 0.116, -4.871], [-2.217, 1.413, 4.635], [-2.769, -2.302, 4.181], [-4.453, -3.728, -2.387], [0.043, -3.742, -4.779], [-5.428, -3.135, -1.049], [-4.422, 0.390, -3.946], [-2.931, -2.887, -0.631], [1.033, 3.689, -4.628], [-5.528, 1.341, -2.922], [-3.620, 0.621, 3.884], [-1.774, -5.362, -4.489], [-1.764, 0.122, -4.107], [-1.971, -3.308, -6.192], [2.491, 3.431, -3.672], [1.055, 2.521, -1.787], [-2.651, -2.288, -4.934], [-3.005, -0.430, -0.046], [-2.941, -0.011, 5.382], [-0.726, -1.353, 5.318], [-4.903, 3.721, -2.265], [8.065, -0.076, -0.674], [2.860, -1.370, 0.644], [-0.512, 1.771, 1.599], [0.181, 1.108, 3.044], [4.903, -0.810, -3.574]], "lowdin_charge": [0.832, 0.757, 0.464, 0.457, -0.170, -0.153, -0.368, -0.158, -0.161, -0.382, 0.184, 0.087, 0.123, 0.167, -0.024, -0.023, 0.104, -0.359, -0.017, 0.028, 0.007, -0.356, 0.030, -0.010, -0.023, -0.688, -0.200, -0.033, -0.017, -0.342, -0.441, -0.009, -0.141, 0.057, -0.566, -0.011, -0.026, 0.003, 0.111, 0.075, 0.090, 0.100, 0.112, 0.089, 0.158, 0.144, 0.070, 0.098, 0.080, 0.112, 0.094, 0.096, 0.104, 0.095, 0.093, 0.173, 0.142, 0.066, 0.148, 0.140, 0.093, 0.099, 0.151, 0.098, 0.114, 0.080, 0.149, 0.111, 0.075, 0.149, 0.111, 0.099, 0.099, 0.113, 0.093, 0.113, 0.102, 0.078, 0.084, 0.043, 0.116, 0.117, 0.103, 0.144, 0.118, 0.126, 0.127, 0.079]}



Record 2
{"formula": "C24H51AuN3OPS", "method": "wB97M-V/def2-TZVPD", "total_charge": 0, "spin_multiplicity": 1, "de_lowest_kcal_mol": 0.00, "energy_ha": -2059.74209, "max_force_ha_per_bohr": 0.0126, "elements": ["Au", "S", "P", "O", "N", "N", "N", "C", "C", "C", "C", "C", "C", "C", "C", "C", "C", "C", "C", "C", "C", "C", "C", "C", "C", "C", "C", "C", "C", "C", "C", "H", "H", "H", "H", "H", "H", "H", "H", "H", "H", "H", "H", "H", "H", "H", "H", "H", "H", "H", "H", "H", "H", "H", "H", "H", "H", "H", "H", "H", "H", "H", "H", "H", "H", "H", "H", "H", "H", "H", "H", "H", "H", "H", "H", "H", "H", "H", "H", "H", "H", "H"], "xyz": [[-1.163, -1.033, -0.235], [-0.053, 2.386, -1.250], [0.077, -1.109, 2.826], [1.001, 1.792, -0.367], [-2.211, -0.807, -1.948], [-2.348, -0.841, -4.410], [0.042, -1.266, 1.288], [-2.145, 0.733, -6.268], [-0.643, -2.640, 3.686], [1.660, 1.136, -3.082], [-1.028, 0.450, 5.022], [2.253, -0.554, 4.711], [-0.831, 0.413, 3.503], [-2.280, -0.848, -3.099], [-3.037, 0.229, -5.144], [0.309, 4.137, -1.462], [1.590, -0.327, -2.655], [-0.244, -3.887, 2.868], [-2.207, 0.561, 2.832], [2.592, -0.008, 2.287], [1.718, 4.527, -1.897], [-2.175, -2.544, 3.587], [1.909, -0.976, 3.278], [2.792, 4.324, -0.831], [-0.932, -1.472, -6.287], [-0.262, -2.864, 5.153], [-0.025, 1.655, 3.075], [2.535, -2.358, 3.016], [-1.860, -1.985, -5.198], [0.318, 1.857, -2.964], [-1.642, -0.420, -7.137], [0.284, 1.604, 2.030], [0.268, 2.745, -3.595], [1.681, 5.585, -2.172], [-0.444, 4.471, -2.181], [0.058, 4.579, -0.493], [2.604, 4.971, 0.029], [-1.432, 1.432, 5.295], [-1.370, -2.685, -4.527], [-0.206, -3.661, 1.802], [-0.052, -1.028, -5.813], [-2.565, 1.579, 3.012], [-1.293, 1.264, -5.835], [-2.709, 1.451, -6.867], [-2.726, -2.486, -5.644], [-2.492, -0.883, -7.652], [-2.499, -2.306, 2.572], [2.514, 1.031, 2.598], [-2.600, -3.515, 3.855], [-0.813, -3.734, 5.527], [2.240, -2.748, 2.041], [2.813, 3.295, -0.475], [2.277, -3.089, 3.780], [-0.663, 2.537, 3.196], [-0.102, 0.317, 5.579], [-0.519, -2.020, 5.793], [-2.595, -1.807, 4.269], [0.722, -4.289, 3.170], [1.757, -1.158, 5.470], [2.163, -0.099, 1.289], [-3.288, 1.021, -4.442], [1.344, -0.419, -1.597], [3.775, 4.581, -1.230], [-2.150, 0.417, 1.753], [0.797, -3.078, 5.281], [-0.590, -2.310, -6.896], [3.332, -0.673, 4.856], [3.657, -0.257, 2.239], [0.855, 1.809, 3.697], [2.020, 0.492, 4.902], [1.986, 3.989, -2.810], [-2.953, -0.125, 3.229], [-1.743, -0.295, 5.368], [-3.972, -0.174, -5.549], [3.623, -2.247, 3.026], [-0.972, -0.042, -7.910], [0.823, -0.860, -3.229], [2.406, 1.651, -2.473], [-0.502, 1.191, -3.248], [-0.991, -4.669, 3.032], [1.988, 1.211, -4.122], [2.543, -0.829, -2.828]], "lowdin_charge": [0.686, 0.876, 0.789, -0.555, -0.003, -0.089, -0.460, -0.178, -0.597, -0.288, -0.087, -0.086, -0.595, -0.249, -0.135, -0.369, -0.111, -0.110, -0.115, -0.102, -0.286, -0.109, -0.590, -0.104, -0.177, -0.088, -0.096, -0.105, -0.132, -0.346, -0.196, 0.052, 0.076, 0.106, 0.085, 0.090, 0.077, 0.087, 0.130, 0.052, 0.112, 0.079, 0.109, 0.116, 0.129, 0.116, 0.068, 0.062, 0.080, 0.087, 0.078, 0.055, 0.054, 0.081, 0.060, 0.059, 0.053, 0.059, 0.058, 0.050, 0.129, 0.031, 0.072, 0.016, 0.059, 0.117, 0.086, 0.078, 0.061, 0.061, 0.092, 0.056, 0.059, 0.129, 0.079, 0.112, 0.052, 0.094, 0.047, 0.076, 0.106, 0.075]}



Record 3
{"formula": "C24H51F9O12S6", "method": "wB97M-V/def2-TZVPD", "total_charge": 0, "spin_multiplicity": 1, "energy_ha": -5135.67962, "max_force_ha_per_bohr": 0.0826, "elements": ["S", "S", "S", "S", "S", "S", "F", "F", "F", "F", "F", "F", "F", "F", "F", "O", "O", "O", "O", "O", "O", "O", "O", "O", "O", "O", "O", "C", "C", "C", "C", "C", "C", "C", "C", "C", "C", "C", "C", "C", "C", "C", "C", "C", "C", "C", "C", "C", "C", "C", "C", "H", "H", "H", "H", "H", "H", "H", "H", "H", "H", "H", "H", "H", "H", "H", "H", "H", "H", "H", "H", "H", "H", "H", "H", "H", "H", "H", "H", "H", "H", "H", "H", "H", "H", "H", "H", "H", "H", "H", "H", "H", "H", "H", "H", "H", "H", "H", "H", "H", "H", "H"], "xyz": [[-1.124, -0.463, 1.096], [2.399, -1.693, -5.408], [-0.554, 1.950, -3.903], [-1.593, -3.500, -3.008], [-7.235, -1.429, 1.473], [-1.025, -6.350, 0.911], [4.462, 5.616, 2.595], [4.791, 0.381, 3.536], [5.806, 5.525, 0.841], [2.803, 1.273, 3.530], [3.377, -0.116, 5.079], [5.810, 3.996, 2.369], [-0.783, 3.135, 2.770], [1.377, 3.572, 2.595], [0.473, 3.093, 4.516], [2.934, 4.845, 0.480], [4.097, 2.907, 0.501], [-0.290, -3.661, -2.205], [1.669, -1.170, 2.768], [-1.027, 5.632, 2.951], [1.429, -0.696, -6.100], [-2.215, -1.383, 0.611], [0.721, 5.901, 4.314], [-1.854, -6.408, -0.352], [-8.374, -2.408, 1.537], [-0.048, 1.158, -2.699], [3.766, -1.856, 2.411], [0.542, -5.795, 0.293], [3.250, -2.975, 1.669], [-2.132, 2.416, -3.400], [3.512, 0.086, 3.756], [-1.287, 7.056, 3.003], [0.242, -0.672, 0.030], [0.278, 3.743, 3.334], [-1.129, 0.773, -5.009], [-7.104, -0.642, 3.045], [-1.521, 1.116, 0.514], [3.306, 2.640, -1.827], [-2.417, -5.009, -2.919], [0.019, 5.231, 3.583], [-5.711, -2.248, 1.733], [3.104, 2.232, -0.353], [1.829, -1.853, -3.708], [4.469, -3.700, 1.209], [3.870, 4.117, 0.837], [-2.697, -2.568, -2.060], [2.864, -1.051, 2.895], [4.980, 4.812, 1.660], [3.950, -0.836, -5.198], [-1.452, -4.811, 1.688], [-2.610, 7.352, 2.367], [3.278, 1.166, -0.230], [-1.689, 1.121, -0.541], [2.664, -3.561, 2.360], [-1.463, 1.331, -5.898], [-0.631, 1.710, 0.753], [2.730, -2.648, 0.785], [-4.852, -1.596, 1.709], [-3.456, -4.872, -3.223], [-2.342, 1.505, 1.057], [-2.384, -5.558, -1.977], [-1.988, 0.248, -4.576], [2.703, -2.197, -3.126], [2.139, 2.597, -0.045], [0.988, -0.001, 0.413], [3.103, 3.680, -2.066], [1.107, -5.488, 1.174], [-2.106, 3.102, -2.551], [-5.500, -2.957, 0.930], [4.957, -4.118, 2.080], [-2.045, -5.783, -3.610], [1.059, -2.613, -3.675], [-2.552, 2.985, -4.228], [-2.840, 1.611, -3.137], [-2.710, 7.124, 1.319], [4.328, 2.298, -2.041], [-0.317, 0.101, -5.347], [0.019, -0.421, -1.029], [-0.785, -4.634, 2.548], [2.619, 2.029, -2.439], [4.780, -1.418, -4.854], [4.115, -0.361, -6.179], [5.154, -2.992, 0.735], [-2.458, -4.900, 2.060], [1.399, -0.929, -3.343], [-1.269, -3.994, 0.991], [-7.022, -1.371, 3.859], [4.212, -4.485, 0.518], [-2.609, -2.975, -1.056], [-1.302, 7.335, 4.053], [-6.285, 0.066, 2.998], [1.079, -6.665, -0.118], [-5.748, -2.843, 2.638], [0.365, -4.977, -0.370], [0.569, -1.715, 0.106], [-2.821, 8.435, 2.413], [-8.005, -0.069, 3.290], [-3.732, -2.560, -2.422], [-0.510, 7.666, 2.505], [-2.299, -1.548, -1.992], [3.766, 0.038, -4.539], [-3.356, 6.838, 2.966]], "lowdin_charge": [0.845, 0.856, 0.848, 0.832, 0.808, 0.853, 0.163, 0.174, 0.141, 0.092, 0.160, 0.130, 0.146, 0.167, 0.146, 0.114, 0.058, -0.562, 0.135, 0.060, -0.585, -0.558, 0.158, -0.572, -0.547, -0.580, 0.047, -0.267, -0.202, -0.316, -0.461, -0.193, -0.276, -0.498, -0.291, -0.301, -0.273, -0.041, -0.301, -0.418, -0.305, -0.145, -0.257, -0.056, -0.417, -0.291, -0.389, -0.489, -0.278, -0.262, -0.069, 0.121, 0.035, 0.129, 0.073, 0.052, 0.117, 0.042, 0.061, 0.046, 0.018, 0.062, 0.065, 0.107, 0.030, 0.082, 0.038, 0.060, 0.058, 0.085, 0.070, 0.001, 0.058, 0.075, 0.074, 0.084, 0.029, 0.049, 0.064, 0.065, 0.044, 0.058, 0.093, 0.049, 0.034, 0.039, 0.065, 0.079, 0.038, 0.128, 0.052, 0.066, 0.060, 0.017, 0.049, 0.092, 0.056, 0.075, 0.143, 0.042, 0.056, 0.082]}